Here is a 12-piece molecular cluster, C63H144N12O15 overall at a distorted geometry from the OMol25 dataset. Energies are from ωB97M-V/def2-TZVPD.

Energy above the lowest of the compared OMol25 structures with the same formula, charge and spin in eV: 0.0000
HOMO-LUMO gap in eV: 7.7

Geometry as ORCA input:
```
! wB97M-V def2-TZVPD RIJCOSX def2/J DEFGRID3
* xyz 0 1
O -0.36 1.81 -7.77
O -1.57 -8.66 2.12
O -7.77 -3.33 -0.98
O -5.18 2.17 -1.88
O 4.86 2.14 -2.21
O -2.92 1.94 6.45
O -0.21 -6.86 -2.56
O -5.00 -2.40 0.07
O -3.68 -2.66 5.41
O 2.17 1.94 7.74
O -2.35 -0.82 -1.09
O 1.92 -6.46 -0.48
O -1.45 4.62 -4.29
O -3.77 3.81 1.76
O -4.96 -3.03 2.85
N 5.53 2.22 -0.95
N -5.63 2.85 1.16
N -3.20 1.79 -2.62
N -5.72 4.81 2.03
N -1.40 -1.04 -0.17
N -0.05 0.93 -6.79
N 2.88 1.24 6.79
N -1.64 -7.30 1.76
N -0.53 5.47 -3.70
N -4.01 3.61 -3.07
N -2.80 -0.10 5.58
N -4.03 0.32 7.27
C 0.93 -1.60 0.38
C 2.07 6.50 -2.96
C 0.83 5.76 -5.68
C 1.05 3.57 -3.07
C 0.23 4.77 -2.60
C 2.33 -0.10 6.36
C -5.04 -2.33 5.05
C -1.22 -6.50 4.19
C -4.96 3.80 1.72
C 5.07 3.35 -0.13
C -6.10 -1.62 -0.28
C 1.16 7.39 -3.82
C 3.35 -0.88 5.55
C -0.62 -0.80 -5.11
C 1.44 -5.49 -1.39
C 7.05 0.34 -1.46
C -2.87 -6.88 1.14
C -1.49 -0.01 0.94
C -2.40 0.70 -5.90
C 1.84 -0.20 -5.55
C -0.40 -0.21 2.03
C 3.72 2.08 5.92
C 3.61 3.19 0.32
C -5.56 -3.39 4.07
C 0.60 -6.90 2.65
C 0.07 6.55 -4.59
C -2.68 -5.43 0.64
C -0.86 4.46 -1.52
C -2.03 -4.46 1.66
C 2.10 -0.87 7.62
C 5.04 4.68 -0.96
C 0.81 -1.30 -5.26
C 3.99 -0.05 4.40
C -0.88 -6.41 2.69
C 4.99 0.03 -0.02
C 6.13 1.00 -0.46
C -4.27 2.43 -2.53
C -0.05 -1.18 -0.78
C -1.59 1.50 0.51
C -4.10 -6.97 2.15
C 6.53 2.36 1.74
C -0.12 -2.42 -1.71
C 2.32 1.85 -6.61
C 1.24 5.73 -1.92
C -1.03 7.42 -5.30
C 0.50 0.05 -1.61
C -1.14 -0.04 -6.32
C -2.81 -0.27 1.69
C 5.99 3.62 1.07
C -1.56 -1.05 -7.44
C 1.03 0.04 5.63
C 2.84 2.94 4.95
C 1.80 -0.10 -8.14
C -3.23 0.81 6.46
C -3.05 -7.73 -0.15
C 7.05 1.32 0.74
C -0.74 -4.93 2.13
C 1.43 0.57 -6.81
C 4.57 3.11 6.73
C 0.98 -0.54 1.46
C 0.99 -6.10 -2.72
C 4.67 1.16 5.05
C -6.88 -2.27 -1.45
H 7.29 0.34 1.14
H 2.76 -0.73 -5.80
H 5.42 -0.90 0.33
H 0.31 5.20 -6.46
H -0.68 -0.11 -4.27
H -2.11 -0.65 -8.29
H -8.24 -3.68 -1.74
H 6.58 -0.20 -2.27
H 1.55 5.10 -5.20
H 0.69 -7.98 2.75
H 3.91 3.68 7.38
H -4.33 0.89 8.04
H -0.58 -3.29 -1.23
H -0.45 3.99 -0.62
H 7.57 1.04 -2.12
H -1.58 3.73 -1.90
H -0.65 1.83 0.06
H 5.09 3.83 6.10
H -1.83 -3.51 1.17
H 1.49 -0.99 2.31
H -2.03 -5.30 -0.22
H -3.01 -8.81 -0.02
H 2.65 5.81 -3.58
H -5.13 5.63 1.95
H 1.24 -6.27 3.28
H -2.26 -6.25 4.40
H 2.99 -1.15 8.19
H -0.21 0.75 2.50
H -1.89 7.55 -4.65
H 5.71 1.89 2.28
H 7.88 -0.16 -0.95
H -2.68 -4.21 2.50
H -5.09 -6.63 1.85
H -1.76 2.14 1.37
H -4.18 -0.67 7.39
H -3.03 0.52 2.41
H 0.68 8.22 -3.31
H 2.89 -0.20 -8.21
H 0.79 -2.07 -6.03
H 1.67 0.57 -8.99
H -1.36 5.40 -1.33
H 2.32 -4.86 -1.52
H -0.48 -4.23 2.91
H 2.99 2.94 -0.54
H 5.55 0.95 5.66
H 4.99 5.58 -0.36
H 0.26 0.56 6.19
H -2.15 -1.88 -7.04
H 1.94 5.22 -1.25
H -5.61 -2.22 5.97
H -2.78 -1.27 2.13
H -4.77 4.27 -3.00
H -3.63 -5.04 0.27
H 2.66 1.83 8.56
H -2.15 -8.70 2.88
H -2.44 1.64 -0.16
H 1.04 -6.61 1.69
H 1.84 7.87 -4.52
H 2.12 3.52 5.53
H -2.14 1.39 -5.10
H -4.10 -2.71 3.12
H 1.28 -0.31 -2.28
H -0.22 0.57 -2.24
H 0.86 6.50 -1.24
H 1.33 6.53 -6.27
H -3.07 -1.29 -0.66
H -0.61 2.57 -7.24
H -4.08 -7.69 -0.53
H -6.71 -1.51 0.62
H -6.19 -2.60 -2.23
H -2.08 0.27 4.98
H -3.14 0.86 -2.22
H 0.63 -2.58 0.76
H -5.15 2.08 0.71
H 3.27 0.24 3.64
H 1.04 0.80 -1.04
H 1.31 -7.19 -0.34
H -0.90 4.24 -4.98
H -5.20 -4.37 4.41
H -0.01 -4.80 1.33
H -3.87 -6.39 3.04
H 1.24 -0.99 -8.42
H 7.23 2.70 2.50
H -7.56 -1.50 -1.80
H 2.79 7.18 -2.51
H -1.31 -7.54 4.50
H -5.73 -0.64 -0.57
H -3.67 -3.26 6.16
H 1.04 -1.76 -4.30
H 1.80 -6.74 -3.08
H -6.71 4.73 1.90
H 2.11 0.32 -4.63
H 1.90 -1.76 -0.09
H -4.31 -7.99 2.47
H -3.63 -0.16 0.98
H 5.33 4.04 1.83
H 5.09 1.76 4.25
H -0.12 -7.42 -1.78
H -0.67 -1.55 -7.82
H 2.11 3.74 -3.26
H 4.32 0.47 0.72
H 1.10 0.63 4.71
H 4.25 4.64 -1.72
H 1.38 -0.47 8.33
H -3.18 3.85 -3.57
H 0.60 -4.94 -0.95
H 0.90 -5.31 -3.46
H 2.92 -1.78 5.10
H 2.43 2.35 4.13
H -5.12 -1.36 4.57
H 4.79 -0.71 4.05
H 2.21 2.45 -5.71
H 8.00 1.76 0.41
H 5.58 2.39 -2.79
H -2.36 2.34 -2.68
H -6.64 -3.40 4.22
H 6.00 4.73 -1.48
H 1.62 -1.80 7.31
H 3.07 3.97 0.84
H 1.08 2.72 -2.39
H 3.58 2.36 1.02
H 4.31 -0.23 -0.84
H -1.38 6.95 -6.22
H -2.98 -1.09 5.64
H -2.31 -7.50 -0.92
H 3.48 3.52 4.29
H -6.64 2.95 1.15
H -1.23 -1.66 -4.84
H -0.62 -5.99 4.95
H 5.19 2.68 7.53
H 4.12 -1.40 6.12
H -0.72 -0.78 2.89
H 3.37 1.56 -6.68
H 0.66 3.03 -3.93
H 1.49 0.34 1.09
H 0.86 -2.61 -2.14
H 2.32 2.45 -7.52
H -2.89 1.25 -6.70
H -0.69 8.36 -5.73
H -5.13 -2.69 0.98
H 0.66 -0.97 5.42
H -0.76 -2.22 -2.57
H -3.17 0.10 -5.43
H 6.81 4.30 0.80
*
```

---

Here is a 12-piece molecular cluster, C63H156N12O12 overall at a distorted geometry from the OMol25 dataset. Energies are from ωB97M-V/def2-TZVPD.

Energy above the lowest of the compared OMol25 structures with the same formula, charge and spin in eV: 7.0590
HOMO-LUMO gap in eV: 8.0

Geometry as ORCA input:
```
! wB97M-V def2-TZVPD RIJCOSX def2/J DEFGRID3
* xyz 0 1
O 27.75 -19.23 -0.13
O 28.05 -16.50 6.00
O 22.33 -28.83 11.66
O 24.83 -25.77 1.87
O 32.97 -30.40 -1.18
O 33.68 -34.72 5.38
O 30.40 -34.04 16.56
O 27.80 -35.78 5.31
O 36.04 -18.88 5.60
O 30.07 -26.80 7.81
O 36.56 -28.11 7.62
O 32.75 -23.79 14.95
N 36.57 -21.51 3.00
N 36.32 -33.61 7.80
N 22.39 -26.54 4.47
N 24.01 -27.38 9.98
N 32.21 -34.75 19.92
N 31.61 -25.06 4.87
N 38.70 -29.21 6.19
N 31.68 -23.40 15.76
N 27.08 -15.64 6.62
N 26.90 -34.95 5.86
N 30.80 -21.34 -0.80
N 30.81 -27.50 -0.47
C 23.34 -24.44 4.14
C 29.86 -28.12 8.15
C 25.34 -15.20 8.42
C 37.38 -27.20 6.83
C 28.91 -13.91 7.21
C 35.79 -34.30 6.60
C 24.38 -33.75 6.90
C 24.08 -26.52 2.82
C 30.72 -26.61 6.49
C 34.95 -18.57 6.54
C 29.81 -24.80 14.62
C 25.51 -34.29 7.84
C 24.99 -35.17 4.10
C 31.83 -23.81 17.20
C 30.35 -23.41 15.08
C 27.54 -13.69 5.11
C 30.46 -19.02 -1.47
C 31.82 -25.38 17.28
C 31.16 -33.82 17.80
C 36.73 -28.78 4.81
C 23.41 -25.23 10.97
C 26.35 -19.39 -0.35
C 31.54 -35.10 18.63
C 34.20 -34.19 6.61
C 26.80 -33.52 3.77
C 26.00 -34.28 4.85
C 33.76 -33.83 4.16
C 27.60 -35.67 8.18
C 29.54 -24.40 5.92
C 34.14 -30.66 -1.95
C 27.33 -16.60 8.96
C 30.06 -29.35 -1.78
C 25.58 -36.73 7.07
C 28.43 -20.40 -0.57
C 30.86 -25.11 6.14
C 29.31 -22.71 16.01
C 25.12 -33.21 5.62
C 33.13 -23.29 17.75
C 35.93 -27.48 8.76
C 32.56 -29.08 -1.24
C 22.93 -25.73 3.42
C 29.24 -23.23 17.44
C 37.82 -28.14 5.68
C 25.59 -17.37 7.36
C 29.98 -20.19 -0.56
C 35.72 -20.01 4.76
C 31.12 -28.88 -0.82
C 23.54 -26.76 11.19
C 30.67 -23.27 18.07
C 23.35 -29.27 12.62
C 30.27 -32.87 15.74
C 36.94 -20.41 3.89
C 30.40 -22.54 13.83
C 26.40 -35.42 7.20
C 24.20 -25.45 0.59
C 22.19 -27.43 11.61
C 37.45 -19.24 2.96
C 26.38 -16.14 7.82
C 26.48 -13.24 7.21
C 30.33 -35.96 19.17
C 25.89 -13.74 8.58
C 36.29 -35.82 6.70
C 27.54 -14.24 6.55
H 30.20 -19.89 0.46
H 30.87 -25.92 17.19
H 30.09 -27.03 5.71
H 29.23 -12.87 7.26
H 34.56 -19.50 6.95
H 23.41 -24.71 0.72
H 33.36 -22.24 17.62
H 23.77 -26.37 0.21
H 33.20 -23.57 18.80
H 28.50 -22.75 18.08
H 30.44 -19.24 -2.54
H 26.10 -19.46 -1.41
H 36.04 -36.22 7.69
H 38.37 -27.57 4.93
H 29.02 -24.71 5.01
H 34.14 -18.00 6.08
H 27.56 -34.18 3.36
H 34.79 -33.88 3.79
H 39.47 -28.74 6.64
H 34.04 -23.68 17.29
H 24.32 -24.63 11.04
H 26.18 -37.53 7.50
H 31.74 -24.12 4.53
H 31.52 -18.99 -1.25
H 29.55 -36.26 18.46
H 28.20 -14.28 4.47
H 37.87 -18.49 3.62
H 38.25 -26.82 7.38
H 21.74 -26.99 12.50
H 24.56 -36.61 7.45
H 35.69 -21.16 2.64
H 33.27 -28.49 -0.67
H 24.98 -27.14 9.83
H 28.18 -36.57 8.02
H 28.15 -21.36 -0.12
H 32.96 -34.19 19.54
H 23.60 -23.75 3.34
H 23.16 -26.66 5.11
H 31.31 -27.14 0.33
H 29.84 -18.12 -1.42
H 32.58 -28.62 -2.23
H 30.86 -28.49 8.39
H 29.35 -21.62 16.02
H 24.96 -15.66 9.34
H 26.22 -18.22 7.08
H 26.11 -33.19 3.00
H 24.39 -34.67 3.34
H 32.40 -25.59 18.18
H 24.25 -26.87 12.02
H 28.86 -24.24 17.30
H 29.70 -35.47 19.92
H 28.15 -17.23 8.63
H 25.79 -18.55 0.04
H 32.14 -33.37 17.64
H 25.45 -36.96 6.02
H 37.73 -20.75 4.55
H 29.45 -25.23 15.55
H 28.86 -24.64 6.73
H 26.75 -17.07 9.76
H 31.24 -32.46 15.46
H 35.76 -36.43 5.97
H 26.94 -12.27 7.38
H 23.36 -30.35 12.53
H 30.46 -33.16 18.32
H 25.82 -32.43 5.93
H 21.85 -25.91 5.04
H 24.37 -32.82 4.93
H 28.97 -24.61 13.94
H 29.10 -28.86 -1.68
H 31.52 -24.63 6.87
H 31.69 -27.11 6.45
H 29.02 -14.26 8.23
H 24.89 -17.31 6.53
H 36.13 -27.96 4.40
H 37.10 -21.58 2.14
H 32.11 -35.72 17.93
H 36.85 -26.32 6.45
H 33.82 -33.19 6.79
H 33.85 -34.63 7.55
H 22.25 -25.51 2.60
H 30.74 -21.48 -1.80
H 37.13 -29.43 4.04
H 25.09 -13.05 8.86
H 23.68 -34.52 6.59
H 26.00 -20.28 0.18
H 28.16 -20.55 -1.62
H 24.98 -17.74 8.18
H 24.37 -28.95 12.42
H 33.63 -32.76 4.34
H 31.15 -22.91 13.13
H 34.92 -29.95 -1.66
H 32.50 -25.84 16.57
H 27.57 -16.66 5.19
H 29.41 -22.57 13.35
H 26.00 -33.35 8.07
H 30.30 -22.14 -0.44
H 28.27 -34.82 8.04
H 26.58 -13.92 4.64
H 31.74 -34.04 20.47
H 35.90 -34.13 8.56
H 27.35 -32.69 4.22
H 29.67 -14.34 6.56
H 24.26 -35.56 4.81
H 35.26 -26.72 8.38
H 27.32 -35.69 9.24
H 33.09 -34.14 3.36
H 28.35 -22.93 15.54
H 32.51 -25.47 5.08
H 29.73 -33.05 14.81
H 25.67 -13.27 6.48
H 36.76 -27.11 9.36
H 25.47 -35.98 3.56
H 24.45 -15.10 7.81
H 36.29 -33.83 5.75
H 30.63 -21.51 14.07
H 29.17 -28.25 8.98
H 24.78 -26.77 3.62
H 24.16 -24.48 4.86
H 35.87 -32.70 7.78
H 35.97 -29.30 5.40
H 29.86 -27.52 -0.12
H 33.35 -23.06 15.10
H 30.99 -29.39 0.14
H 34.86 -19.76 4.14
H 29.69 -28.70 7.24
H 30.34 -29.16 -2.82
H 38.24 -29.75 6.91
H 35.36 -28.19 9.36
H 34.48 -31.68 -1.78
H 29.61 -23.31 5.92
H 30.57 -25.41 14.12
H 29.64 -32.12 16.24
H 23.02 -24.99 9.98
H 38.23 -19.60 2.29
H 22.90 -24.76 11.81
H 23.68 -33.08 7.39
H 23.02 -29.03 13.63
H 21.45 -27.25 10.83
H 27.73 -12.62 5.02
H 30.66 -36.93 19.53
H 35.50 -20.92 5.32
H 24.93 -34.65 8.69
H 22.49 -23.93 4.58
H 30.99 -22.36 18.56
H 29.75 -30.39 -1.80
H 35.51 -18.02 7.29
H 24.88 -24.94 -0.10
H 34.04 -30.56 -3.04
H 28.65 -35.45 5.60
H 36.62 -18.92 2.33
H 37.35 -35.72 6.49
H 30.56 -23.88 18.97
H 23.74 -27.43 2.32
H 24.05 -28.37 10.15
H 27.82 -15.79 9.49
H 26.63 -13.79 9.38
*
```